[1]
Density functional theory data (ωB97M-V/def2-TZVPD) for C36H55P3SiTi as an isolated structure.

## Properties
Maximum force   4.76 eV Å⁻¹
Total charge   0
HOMO energy (alpha / beta)   -5.65 / -5.54 eV
HOMO-LUMO gap (alpha / beta)   6.4 / 6.3 eV
<S²>   2.010
2S+1   3

Element x y z (Å)
Ti 0.093 -0.009 -0.522
C 0.136 -2.710 -2.431
C -0.380 -3.035 -1.025
C -0.714 -4.518 -0.928
P -1.734 -1.875 -0.559
C -3.219 -2.402 -1.491
C -4.146 -1.205 -1.727
C -4.069 -3.571 -1.022
C -1.831 -2.031 1.283
C -2.650 -3.030 1.846
C -2.868 -3.152 3.220
C -2.267 -2.268 4.093
C -1.398 -1.305 3.592
C -1.111 -1.190 2.204
Si 0.222 0.036 1.766
C 1.964 -0.372 2.298
C 2.160 -0.641 3.678
C 3.417 -0.914 4.219
C 4.531 -0.921 3.399
C 4.382 -0.668 2.038
C 3.119 -0.410 1.450
P 3.119 -0.099 -0.404
C 4.177 1.448 -0.463
C 4.479 1.895 -1.892
C 3.472 2.598 0.271
C 4.222 -1.426 -1.104
C 4.075 -1.493 -2.631
C 3.879 -2.819 -0.557
C -0.264 1.807 1.952
C 0.209 2.493 3.100
C -0.037 3.848 3.301
C -0.752 4.558 2.355
C -1.237 3.908 1.219
C -1.033 2.532 0.990
P -1.768 1.750 -0.504
C -3.488 2.329 -0.724
C -3.764 3.738 -1.227
C -4.320 2.061 0.538
C -0.727 2.243 -1.925
C -1.330 1.785 -3.255
C -0.300 3.704 -2.002
H 1.004 -3.332 -2.675
H 0.449 -1.662 -2.511
H -0.623 -2.890 -3.200
H 0.447 -2.841 -0.332
H -1.449 -4.820 -1.680
H -1.098 -4.790 0.059
H 0.185 -5.120 -1.102
H -2.850 -2.681 -2.486
H -4.519 -0.788 -0.785
H -5.015 -1.493 -2.330
H -3.630 -0.414 -2.280
H -4.674 -3.308 -0.148
H -3.483 -4.464 -0.796
H -4.780 -3.857 -1.807
H -3.130 -3.776 1.231
H -3.518 -3.937 3.598
H -2.449 -2.339 5.161
H -0.935 -0.635 4.315
H 1.324 -0.634 4.374
H 3.519 -1.113 5.282
H 5.514 -1.124 3.813
H 5.285 -0.683 1.432
H 5.132 1.255 0.037
H 3.575 1.945 -2.510
H 5.192 1.220 -2.373
H 4.945 2.887 -1.901
H 2.494 2.821 -0.170
H 4.075 3.512 0.224
H 3.319 2.375 1.332
H 5.266 -1.201 -0.862
H 3.052 -1.749 -2.927
H 4.740 -2.260 -3.046
H 4.327 -0.554 -3.126
H 2.832 -3.083 -0.744
H 4.055 -2.904 0.518
H 4.502 -3.583 -1.036
H 0.800 1.977 3.856
H 0.345 4.346 4.188
H -0.934 5.621 2.490
H -1.763 4.519 0.497
H -3.897 1.673 -1.501
H -3.523 4.512 -0.496
H -4.832 3.851 -1.447
H -3.237 3.958 -2.157
H -4.032 2.721 1.363
H -4.213 1.027 0.885
H -5.385 2.229 0.340
H 0.202 1.670 -1.802
H -2.261 2.310 -3.489
H -1.544 0.710 -3.250
H -0.632 1.971 -4.079
H -1.144 4.396 -2.047
H 0.311 3.879 -2.895
H 0.319 3.987 -1.145
H 0.093 -0.009 -2.282

These are the Mulliken partial charges, in e, on atoms 1 to 8: number 1, Ti, carries -1.804; number 2, C, carries -1.219; number 3, C, carries 0.758; number 4, C, carries -1.696; number 5, P, carries 1.430; number 6, C, carries 1.248; number 7, C, carries -1.218; number 8, C, carries -1.935

[2]
Density functional theory data (ωB97M-V/def2-TZVPD) for a 2-piece molecular cluster, C36H56ClN2O7 overall.

## Properties
Maximum force   4.96 eV Å⁻¹
Total charge   -1
HOMO energy   -4.68 eV
HOMO-LUMO gap   6.7 eV

Element x y z (Å)
C -5.015 -2.554 1.064
C -3.684 -2.906 1.874
C -3.311 -1.678 2.832
C -1.728 -1.521 2.985
O -1.302 -0.199 2.678
C -0.005 0.104 3.224
C -0.322 0.605 4.689
C -1.726 1.287 4.913
C -2.830 0.357 5.559
Cl -4.505 0.791 4.931
C 1.015 -1.144 3.354
O 1.052 -2.021 4.171
O 1.999 -1.106 2.365
C 1.703 -0.065 1.365
C 0.755 -0.901 0.386
C 1.492 -2.146 -0.257
C 0.500 -3.368 -0.486
C -0.622 -3.070 -1.547
C -0.096 -2.674 -2.972
O -0.720 -1.414 -3.306
C -0.607 -1.140 -4.716
C -1.763 -0.102 -5.050
C 2.877 0.439 0.470
C 2.405 1.330 -0.775
C 2.696 0.584 -2.160
O 3.065 2.620 -0.685
C 4.317 2.647 -1.363
C 5.111 3.899 -0.812
C 6.141 3.617 0.185
C 6.874 4.742 0.752
C 6.548 6.074 0.276
C 5.518 6.355 -0.725
C 4.772 5.224 -1.295
C 0.964 0.994 2.315
N 0.044 1.661 1.361
C -0.143 2.919 1.557
C 0.031 3.859 0.302
C -0.474 3.646 2.892
C 2.111 1.766 3.035
O 2.657 2.791 2.571
O 2.606 1.290 4.150
H -5.241 -1.451 1.117
H -5.910 -3.053 1.534
H -4.948 -2.832 -0.021
H -3.965 -3.787 2.521
H -2.844 -3.192 1.196
H -3.778 -1.914 3.819
H -3.735 -0.728 2.421
H -1.293 -2.311 2.302
H -1.484 -1.862 4.026
H -0.311 -0.317 5.346
H 0.452 1.284 5.126
H -2.174 1.782 4.021
H -1.562 2.115 5.665
H -2.879 0.601 6.657
H -2.614 -0.735 5.499
H -0.114 -1.356 0.944
H 0.269 -0.243 -0.389
H 1.927 -1.924 -1.269
H 2.329 -2.544 0.367
H 0.052 -3.698 0.497
H 1.147 -4.230 -0.827
H -1.293 -2.283 -1.106
H -1.236 -4.009 -1.661
H -0.343 -3.487 -3.713
H 1.012 -2.503 -3.034
H 0.420 -0.703 -4.877
H -0.729 -2.100 -5.284
H -1.342 0.927 -4.929
H -2.199 -0.301 -6.057
H -2.518 -0.235 -4.230
H 3.483 -0.400 0.016
H 3.641 1.068 1.003
H 1.311 1.540 -0.778
H 1.814 -0.104 -2.312
H 3.667 0.036 -2.094
H 2.649 1.299 -3.030
H 4.169 2.865 -2.463
H 4.968 1.755 -1.182
H 6.318 2.554 0.485
H 7.657 4.517 1.515
H 7.110 6.928 0.734
H 5.315 7.410 -1.020
H 3.968 5.434 -2.033
H -0.514 4.831 0.403
H 1.133 4.111 0.306
H -0.156 3.321 -0.661
H -1.595 3.674 2.996
H -0.002 3.177 3.790
H -0.116 4.708 2.853
C -4.258 -2.532 -3.874
C -4.644 -3.993 -4.070
C -3.561 -4.807 -4.780
C -3.323 -4.342 -6.148
N -3.134 -3.969 -7.219
H -4.114 -2.025 -4.830
H -5.046 -2.003 -3.333
H -3.334 -2.447 -3.297
H -5.583 -4.047 -4.629
H -4.831 -4.441 -3.090
H -3.865 -5.856 -4.811
H -2.629 -4.761 -4.210

These are the Mulliken partial charges, in e, on atoms 1 to 8: number 1, C, carries -0.928; number 2, C, carries 0.059; number 3, C, carries -0.959; number 4, C, carries 0.068; number 5, O, carries -0.414; number 6, C, carries 1.036; number 7, C, carries -1.429; number 8, C, carries -0.659